No. 1
DFT (ωB97M-V/def2-TZVPD) results for a cluster of 11 separate species, C44H89FN13O14S in total at a distorted geometry.

Last columns: bonded neighbours and bond lengths (Å).
Cartesian coordinates (Å):
1 C -3.62778 0.22776 -0.63978  C2 1.534, H34 1.090, H35 1.094, H36 1.088
2 C -2.21931 0.57709 -1.13726  C1 1.534, C3 1.538, H37 1.084, H38 1.094
3 C -1.66285 -0.38852 -2.19671  C2 1.538, C4 1.547, H39 1.090, H40 1.094
4 C -0.84900 -1.60847 -1.70476  C3 1.547, C5 1.556, C6 1.553, H41 1.091
5 C -1.81462 -2.72118 -1.20519  C4 1.556, H42 1.092, H43 1.086, H44 1.085
6 C 0.33770 -1.27814 -0.75959  C4 1.553, C7 1.572, S9 1.894, C28 1.572
7 C 0.11677 -0.91427 0.75346  C6 1.572, N8 1.447, H45 1.090, H46 1.091
8 N -1.09517 -1.33007 1.42662  C7 1.447, H47 1.010, H48 1.009
9 S 1.07195 0.30430 -1.49650  C6 1.894, C10 1.717
10 C 1.82889 -0.62061 -2.72859  S9 1.717, C11 1.484, N23 1.317
11 C 2.17751 -0.05824 -4.05643  C10 1.484, C12 1.533, H49 1.093, H50 1.097
12 C 1.95780 1.45522 -4.15652  C11 1.533, C13 1.540, H51 1.089, H52 1.090
13 C 3.20132 2.26720 -3.74811  C12 1.540, N14 1.458, H53 1.097, H54 1.092
14 N 2.79052 3.56912 -3.23498  C13 1.458, C15 1.475, H55 1.009
15 C 3.00218 3.73843 -1.78498  N14 1.475, C16 1.517, H56 1.095, H57 1.091
16 C 1.68843 3.95275 -1.05718  C15 1.517, C17 1.392, C21 1.395
17 C 1.36256 3.09283 -0.01204  C16 1.392, C18 1.391, H58 1.086
18 C 0.16891 3.24633 0.68510  C17 1.391, C19 1.382, H59 1.083
19 C -0.70151 4.25497 0.31824  C18 1.382, C20 1.387, H60 1.082
20 C -0.39257 5.11317 -0.72656  C19 1.387, C21 1.385, H61 1.083
21 C 0.80253 4.97046 -1.41199  C16 1.395, C20 1.385, O22 1.385
22 O 1.09142 5.84526 -2.44662  C21 1.385, H62 0.965
23 N 2.02314 -1.87254 -2.36874  C10 1.317, C24 1.459, C28 1.502
24 C 2.64749 -2.83294 -3.27227  N23 1.459, C25 1.517, H63 1.085, H64 1.090
25 C 1.70126 -3.29014 -4.36569  C24 1.517, O26 1.182, F27 1.348
26 O 1.84630 -3.10645 -5.52426  C25 1.182
27 F 0.61657 -3.94225 -3.90285  C25 1.348
28 C 1.62682 -2.15749 -0.94800  C6 1.572, N23 1.502, O29 1.394, C30 1.544
29 O 2.73850 -1.65388 -0.27377  C28 1.394, H65 0.963
30 C 1.30046 -3.64669 -0.70232  C28 1.544, C31 1.543, H66 1.088, H67 1.086
31 C 2.23014 -4.44735 0.23415  C30 1.543, C32 1.533, O33 1.419, H68 1.094
32 C 1.95082 -4.12336 1.70599  C31 1.533, H69 1.090, H70 1.098, H71 1.092
33 O 3.59623 -4.33914 -0.13260  C31 1.419, H72 0.962
34 H -4.27128 0.10429 -1.51038  C1 1.090
35 H -3.66578 -0.69740 -0.05776  C1 1.094
36 H -4.00790 1.01664 0.00619  C1 1.088
37 H -2.33281 1.53906 -1.62459  C2 1.084
38 H -1.55402 0.76031 -0.28887  C2 1.094
39 H -1.12759 0.17166 -2.96365  C3 1.090
40 H -2.52818 -0.80336 -2.72205  C3 1.094
41 H -0.40147 -2.03559 -2.60305  C4 1.091
42 H -1.81865 -3.54711 -1.91967  C5 1.092
43 H -1.55587 -3.15192 -0.24281  C5 1.086
44 H -2.84082 -2.37251 -1.14904  C5 1.085
45 H 0.94951 -1.26118 1.36451  C7 1.090
46 H 0.14728 0.17337 0.83675  C7 1.091
47 H -1.93879 -1.05705 0.94406  N8 1.010
48 H -1.09789 -2.31869 1.62990  N8 1.009
49 H 3.19404 -0.32077 -4.35939  C11 1.093
50 H 1.50836 -0.54384 -4.77750  C11 1.097
51 H 1.09351 1.77445 -3.57608  C12 1.089
52 H 1.73553 1.67325 -5.20162  C12 1.090
53 H 3.79549 1.68608 -3.03222  C13 1.097
54 H 3.81483 2.41286 -4.63991  C13 1.092
55 H 3.32001 4.27844 -3.71890  N14 1.009
56 H 3.68016 4.57950 -1.60837  C15 1.095
57 H 3.47383 2.86317 -1.33556  C15 1.091
58 H 2.06216 2.29942 0.23243  C17 1.086
59 H -0.06437 2.55473 1.48454  C18 1.083
60 H -1.63693 4.34820 0.85468  C19 1.082
61 H -1.09833 5.88722 -1.00013  C20 1.083
62 H 1.79864 6.43305 -2.15573  O22 0.965
63 H 3.51653 -2.40730 -3.76306  C24 1.085
64 H 2.94267 -3.71394 -2.70269  C24 1.090
65 H 2.76604 -1.98452 0.63028  O29 0.963
66 H 1.20300 -4.20991 -1.62852  C30 1.088
67 H 0.31316 -3.67561 -0.25083  C30 1.086
68 H 1.94552 -5.49565 0.10057  C31 1.094
69 H 0.90789 -3.84912 1.86409  C32 1.090
70 H 2.54977 -3.28634 2.08871  C32 1.098
71 H 2.14475 -4.96676 2.37189  C32 1.092
72 H 4.11508 -4.14130 0.65316  O33 0.962
73 O -0.57637 9.84639 -4.13215  C74 1.216
74 C 0.48944 9.40288 -4.51308  O73 1.216, N75 1.366, C76 1.509
75 N 0.79910 8.08218 -4.35389  C74 1.366, H77 1.002, H78 1.006
76 C 1.54154 10.25092 -5.18357  C74 1.509, H79 1.089, H80 1.085, H81 1.088
77 H 1.66724 7.68383 -4.65700  N75 1.002
78 H 0.12333 7.48708 -3.90485  N75 1.006
79 H 1.83813 11.04689 -4.50199  C76 1.089
80 H 1.13028 10.69621 -6.08320  C76 1.085
81 H 2.42368 9.67685 -5.46081  C76 1.088
82 O 5.25808 2.31068 0.30459  C83 1.220
83 C 5.42173 3.19006 1.13426  O82 1.220, N84 1.357, C85 1.509
84 N 4.37258 3.86147 1.67368  C83 1.357, H86 1.003, H87 1.007
85 C 6.79218 3.59374 1.62118  C83 1.509, H88 1.088, H89 1.088, H90 1.089
86 H 4.48130 4.58539 2.35895  N84 1.003
87 H 3.44451 3.61486 1.36960  N84 1.007
88 H 7.38326 3.92901 0.77092  C85 1.088
89 H 7.27691 2.72633 2.06506  C85 1.088
90 H 6.75462 4.39240 2.36058  C85 1.089
91 O 2.48898 -6.91020 3.96975  C92 1.218
92 C 2.71955 -7.86683 3.25181  O91 1.218, N93 1.357, C94 1.508
93 N 3.14334 -9.05308 3.75576  C92 1.357, H95 1.004, H96 1.008
94 C 2.53655 -7.77677 1.75773  C92 1.508, H97 1.089, H98 1.090, H99 1.089
95 H 3.34167 -9.85471 3.18556  N93 1.004
96 H 3.29892 -9.12342 4.74955  N93 1.008
97 H 3.18558 -6.98057 1.39551  C94 1.089
98 H 1.49791 -7.51634 1.55523  C94 1.090
99 H 2.77764 -8.69903 1.23116  C94 1.089
100 O -3.57979 2.20235 -3.23517  C101 1.218
101 C -3.28893 2.67012 -4.32187  O100 1.218, N102 1.360, C103 1.509
102 N -2.12038 3.33987 -4.51329  C101 1.360, H104 1.003, H105 1.007
103 C -4.19168 2.54844 -5.52447  C101 1.509, H106 1.088, H107 1.089, H108 1.089
104 H -1.85968 3.74121 -5.39427  N102 1.003
105 H -1.50303 3.45216 -3.72581  N102 1.007
106 H -5.14839 3.01218 -5.29228  C103 1.088
107 H -4.35544 1.49343 -5.73698  C103 1.089
108 H -3.77485 3.02575 -6.41035  C103 1.089
109 O 1.19575 -10.86138 6.43565  C110 1.222
110 C 0.31932 -10.02042 6.29731  O109 1.222, N111 1.352, C112 1.510
111 N 0.44313 -9.01661 5.40018  C110 1.352, H113 1.010, H114 1.008
112 C -0.95267 -10.03546 7.11057  C110 1.510, H115 1.089, H116 1.089, H117 1.090
113 H -0.25340 -8.29824 5.26197  N111 1.010
114 H 1.29377 -9.00835 4.85977  N111 1.008
115 H -0.69739 -9.96776 8.16656  C112 1.089
116 H -1.47161 -10.97676 6.93565  C112 1.089
117 H -1.61428 -9.20899 6.85220  C112 1.090
118 O 2.23817 10.34084 -8.17983  C119 1.216
119 C 1.68568 9.60384 -8.97332  O118 1.216, N120 1.362, C121 1.510
120 N 0.51910 8.96952 -8.66916  C119 1.362, H122 1.002, H123 1.006
121 C 2.24179 9.33690 -10.35193  C119 1.510, H124 1.088, H125 1.088, H126 1.090
122 H 0.04536 8.36449 -9.31226  N120 1.002
123 H 0.11257 9.12920 -7.76258  N120 1.006
124 H 3.23675 8.90700 -10.25259  C121 1.088
125 H 2.31947 10.28141 -10.88670  C121 1.088
126 H 1.61907 8.65519 -10.93034  C121 1.090
127 O -3.68393 1.95284 1.41274  C128 1.221
128 C -4.52229 2.80606 1.65945  O127 1.221, N129 1.354, C130 1.510
129 N -4.68199 3.30432 2.90803  C128 1.354, H131 1.008, H132 1.006
130 C -5.44214 3.37214 0.60472  C128 1.510, H133 1.089, H134 1.089, H135 1.089
131 H -5.36911 4.00453 3.13767  N129 1.008
132 H -4.08733 2.94542 3.63508  N129 1.006
133 H -6.02814 2.56105 0.17615  C130 1.089
134 H -4.84060 3.82560 -0.18190  C130 1.089
135 H -6.12163 4.12144 1.00851  C130 1.089
136 O -7.30643 4.93470 4.02942  C137 1.219
137 C -7.44278 5.27282 5.19312  O136 1.219, N138 1.357, C139 1.508
138 N -6.48732 5.98031 5.84787  C137 1.357, H140 1.003, H141 1.006
139 C -8.67915 4.93341 5.98698  C137 1.508, H142 1.088, H143 1.088, H144 1.089
140 H -6.58161 6.26912 6.80323  N138 1.003
141 H -5.65369 6.22995 5.34385  N138 1.006
142 H -8.79095 3.85126 6.01644  C139 1.088
143 H -9.54550 5.36270 5.48747  C139 1.088
144 H -8.63725 5.31171 7.00727  C139 1.089
145 O 2.43220 -4.45444 8.94104  C146 1.216
146 C 2.67261 -5.44438 8.27787  O145 1.216, N147 1.362, C148 1.510
147 N 3.05708 -6.61461 8.85897  C146 1.362, H149 1.002, H150 1.006
148 C 2.56415 -5.46144 6.77145  C146 1.510, H151 1.089, H152 1.088, H153 1.086
149 H 3.25524 -7.44598 8.33575  N147 1.002
150 H 3.13670 -6.63706 9.86114  N147 1.006
151 H 3.23670 -4.70812 6.36428  C148 1.089
152 H 1.54244 -5.21314 6.48993  C148 1.088
153 H 2.81675 -6.42514 6.33901  C148 1.086
154 O -1.98067 -7.56633 4.51979  C155 1.220
155 C -2.88290 -8.20480 4.00239  O154 1.220, N156 1.356, C157 1.508
156 N -2.64659 -9.06838 2.98417  C155 1.356, H158 1.003, H159 1.006
157 C -4.31496 -8.08663 4.45837  C155 1.508, H160 1.088, H161 1.089, H162 1.089
158 H -3.36979 -9.60917 2.54837  N156 1.003
159 H -1.69753 -9.17877 2.67030  N156 1.006
160 H -4.63527 -7.05235 4.34759  C157 1.088
161 H -4.37181 -8.36024 5.51039  C157 1.089
162 H -4.98815 -8.72757 3.89107  C157 1.089

LUMO level ... -2.86 eV
Charge ... +1
HOMO ... -10.585 eV
Frontier orbital gap ... 7.722 eV
Strongest force on any atom ... 1.922 eV/A



No. 2
DFT (ωB97M-V/def2-TZVPD) results for the molecule H4O4SSi at a distorted geometry.

Last columns: bonded neighbours and bond lengths (Å).
Cartesian coordinates (Å):
1 O 3.15189 -1.69206 1.18649  S6 1.416
2 O 1.51769 0.08459 2.12076  S6 1.672, H7 0.946
3 O -0.35876 -1.25497 0.42247  O4 1.424, Si5 1.623
4 O 0.86459 -1.96178 0.59711  O3 1.424, S6 1.691
5 Si -0.62857 -0.29674 -0.85959  O3 1.623, H8 1.359, H9 1.426, H10 1.537
6 S 2.09046 -0.82256 0.83837  O1 1.416, O2 1.672, O4 1.691
7 H 2.17227 0.61343 2.55389  O2 0.946
8 H -1.30906 0.71014 -0.25197  Si5 1.359
9 H 0.66116 0.22341 -1.17552  Si5 1.426
10 H -1.35958 -1.18286 -1.88056  Si5 1.537

LUMO level ... 0.41 eV
HOMO ... -10.188 eV
Frontier orbital gap ... 10.601 eV
Strongest force on any atom ... 3.110 eV/A



No. 3
DFT (ωB97M-V/def2-TZVPD) results for a cluster of 2 separate species, C2ClF3O in total at a distorted geometry.

Last columns: bonded neighbours and bond lengths (Å).
Cartesian coordinates (Å):
1 C -0.12176 0.05361 1.35044  O3 1.154, F4 1.304, F5 1.307
2 C 0.41368 -0.38391 -1.37473  F6 1.332, Cl7 1.688
3 O -0.94806 -0.69275 1.04834  C1 1.154
4 F -0.13841 1.34537 1.17003  C1 1.304
5 F 1.08451 -0.26262 1.74273  C1 1.307
6 F 0.64518 0.88264 -1.71498  C2 1.332
7 Cl -0.93514 -0.94234 -2.22184  C2 1.688

LUMO level ... -0.72 eV
HOMO ... -10.448 eV
Frontier orbital gap ... 9.724 eV
Strongest force on any atom ... 2.106 eV/A